{"formula": "C86H134N8O7", "method": "wB97M-V/def2-TZVPD", "species": ["O", "C", "C", "C", "C", "C", "C", "C", "C", "O", "C", "C", "C", "C", "C", "C", "H", "H", "H", "H", "H", "H", "H", "H", "O", "C", "C", "C", "C", "C", "C", "C", "C", "O", "C", "C", "C", "C", "C", "C", "H", "H", "H", "H", "H", "H", "H", "H", "O", "C", "C", "C", "C", "C", "C", "C", "C", "O", "C", "C", "C", "C", "C", "C", "H", "H", "H", "H", "H", "H", "H", "H", "C", "C", "N", "C", "C", "C", "C", "H", "H", "H", "H", "H", "H", "H", "H", "H", "H", "H", "H", "H", "H", "H", "C", "C", "N", "C", "C", "C", "C", "H", "H", "H", "H", "H", "H", "H", "H", "H", "H", "H", "H", "H", "H", "H", "C", "C", "N", "C", "C", "C", "C", "H", "H", "H", "H", "H", "H", "H", "H", "H", "H", "H", "H", "H", "H", "H", "C", "C", "N", "C", "C", "C", "C", "H", "H", "H", "H", "H", "H", "H", "H", "H", "H", "H", "H", "H", "H", "H", "C", "C", "N", "C", "C", "C", "C", "H", "H", "H", "H", "H", "H", "H", "H", "H", "H", "H", "H", "H", "H", "H", "C", "C", "N", "C", "C", "C", "C", "H", "H", "H", "H", "H", "H", "H", "H", "H", "H", "H", "H", "H", "H", "H", "C", "C", "N", "C", "C", "C", "C", "H", "H", "H", "H", "H", "H", "H", "H", "H", "H", "H", "H", "H", "H", "H", "C", "C", "N", "O", "H", "H", "H", "H", "H"], "coordinates": [[31.44088, -25.93562, -1.73169], [31.09829, -26.11718, -0.59327], [29.67198, -26.02916, -0.20411], [28.70551, -26.00330, -1.19554], [27.37309, -25.78978, -0.88127], [26.99110, -25.71275, 0.43983], [27.92754, -25.88723, 1.45056], [29.26470, -26.00882, 1.12426], [30.27279, -26.20265, 2.20604], [29.93502, -26.21496, 3.36643], [31.67591, -26.45101, 1.79076], [32.61768, -26.81214, 2.75814], [33.91564, -27.11878, 2.41061], [34.33240, -27.09992, 1.08466], [33.39671, -26.72969, 0.12597], [32.09002, -26.46522, 0.46012], [29.06596, -26.02442, -2.21707], [26.63312, -25.60355, -1.64880], [25.96342, -25.71663, 0.78450], [27.57137, -25.85578, 2.47088], [32.29677, -26.80503, 3.79377], [34.59079, -27.37009, 3.22188], [35.35817, -27.35316, 0.86169], [33.66579, -26.65738, -0.92076], [19.06748, -20.67037, 14.46435], [20.17519, -20.63692, 13.98394], [20.62244, -19.54098, 13.09396], [19.81730, -18.42184, 12.96184], [20.25282, -17.33875, 12.20486], [21.59334, -17.27245, 11.86409], [22.41662, -18.38645, 11.99576], [21.90336, -19.55425, 12.53807], [22.77739, -20.75582, 12.70464], [23.76737, -20.88468, 12.01847], [22.44735, -21.74508, 13.77311], [23.30974, -22.77748, 14.11938], [22.99963, -23.61521, 15.18495], [21.73566, -23.52036, 15.76955], [20.81750, -22.61881, 15.27448], [21.18314, -21.66563, 14.35526], [18.81488, -18.36689, 13.36697], [19.65646, -16.43476, 12.18184], [21.97032, -16.42001, 11.30988], [23.46062, -18.29162, 11.73135], [24.19970, -23.01433, 13.54982], [23.74931, -24.31208, 15.53395], [21.48619, -24.16601, 16.60287], [19.78123, -22.71050, 15.57142], [27.42832, -25.13563, 10.91826], [27.14405, -24.98977, 9.76369], [28.09567, -25.36007, 8.66179], [29.28524, -25.97207, 9.00986], [30.11501, -26.43031, 7.99184], [29.83050, -26.20190, 6.65811], [28.69437, -25.49269, 6.34374], [27.82377, -25.07316, 7.33058], [26.63020, -24.25422, 6.97827], [26.45501, -23.84103, 5.84480], [25.52155, -24.26780, 7.98062], [24.23403, -24.00638, 7.56334], [23.17927, -24.19663, 8.44649], [23.38770, -24.53984, 9.76839], [24.70457, -24.78742, 10.15958], [25.77545, -24.64140, 9.29522], [29.57159, -26.08300, 10.04609], [31.04502, -26.85402, 8.35116], [30.44852, -26.58400, 5.85766], [28.42737, -25.34108, 5.30571], [24.02865, -23.79464, 6.52558], [22.19097, -24.06551, 8.01011], [22.67154, -24.67757, 10.56633], [24.88168, -24.90398, 11.22368], [22.16659, -29.30606, 3.71514], [23.57597, -29.45552, 3.13330], [24.31972, -28.20238, 3.13194], [24.58090, -27.82291, 4.50989], [25.41901, -26.56289, 4.74934], [25.57459, -28.41906, 2.43520], [25.46622, -28.89644, 1.01703], [22.13727, -29.53705, 4.78224], [21.42131, -29.87938, 3.17240], [21.90081, -28.24897, 3.64040], [24.13389, -30.24394, 3.65937], [23.36368, -29.72300, 2.10112], [23.65404, -27.73890, 5.08338], [25.06301, -28.68070, 5.03601], [26.23776, -26.71264, 5.45125], [25.82189, -26.10666, 3.84467], [24.79771, -25.76500, 5.16706], [26.27884, -29.00709, 3.06882], [26.18812, -27.50770, 2.47615], [25.23968, -29.96707, 0.99022], [26.40643, -28.80146, 0.47853], [24.62968, -28.40807, 0.51728], [16.80493, -24.61190, 13.33791], [18.12712, -24.21144, 12.69418], [18.03295, -23.71907, 11.33942], [19.33170, -23.62313, 10.70000], [19.80882, -24.96770, 10.16985], [17.26800, -22.48959, 11.19434], [16.40856, -22.53918, 9.93951], [17.09360, -25.08576, 14.28120], [16.29357, -25.40246, 12.77899], [16.08195, -23.81962, 13.50968], [18.53684, -23.41918, 13.34988], [18.79016, -25.06870, 12.78601], [19.28500, -22.97557, 9.82258], [20.08721, -23.18416, 11.37693], [19.02831, -25.34381, 9.50045], [20.65185, -24.81858, 9.49207], [20.02194, -25.79540, 10.84631], [17.88128, -21.57191, 11.18787], [16.64968, -22.29881, 12.07495], [17.00712, -22.85716, 9.07906], [15.99465, -21.56571, 9.68012], [15.68052, -23.34045, 10.07290], [19.07698, -24.58289, 6.83690], [18.84459, -26.08255, 6.57847], [17.81444, -26.32630, 5.58002], [16.51428, -25.96308, 6.14533], [16.14984, -26.47385, 7.54827], [17.81957, -27.75616, 5.18801], [19.03586, -28.08058, 4.30185], [19.03994, -24.07335, 5.87031], [20.08718, -24.52064, 7.24020], [18.35839, -24.06334, 7.47088], [19.80935, -26.41420, 6.18840], [18.66422, -26.58498, 7.54145], [16.47233, -24.86769, 6.21914], [15.69069, -26.17581, 5.46286], [16.45012, -25.85478, 8.39238], [15.05331, -26.45685, 7.63276], [16.35029, -27.54172, 7.66313], [16.92708, -27.90974, 4.58010], [17.81451, -28.37457, 6.09680], [19.90913, -28.25395, 4.91603], [19.12432, -27.34827, 3.49756], [18.74679, -28.95149, 3.70232], [22.96009, -19.09230, 8.51825], [22.01266, -19.04068, 7.31011], [21.81965, -17.70618, 6.80787], [20.67377, -17.62341, 5.89356], [20.24617, -16.19752, 5.57892], [23.01558, -16.99582, 6.41053], [23.92895, -17.73108, 5.43061], [23.96355, -18.86778, 8.14532], [22.88631, -20.05656, 9.01626], [22.75831, -18.40384, 9.33916], [22.29577, -19.78939, 6.56162], [21.05098, -19.31554, 7.76318], [19.84624, -18.07892, 6.44314], [20.84391, -18.23455, 4.99044], [19.86723, -15.97167, 4.58147], [21.00160, -15.44115, 5.79673], [19.43122, -15.86982, 6.23677], [22.86551, -15.95683, 6.13171], [23.64080, -16.87733, 7.30565], [24.89369, -17.21316, 5.43715], [24.13714, -18.74057, 5.78621], [23.60477, -17.78476, 4.39124], [33.76020, -25.57039, 6.37189], [33.99419, -24.04645, 6.45048], [35.33827, -23.58577, 6.17317], [36.34317, -24.02985, 7.11031], [35.94412, -23.81123, 8.57353], [35.65628, -23.64358, 4.76086], [36.80782, -22.70905, 4.38992], [34.36298, -26.02244, 7.15797], [34.03101, -25.83851, 5.34746], [32.69814, -25.78715, 6.49216], [33.35246, -23.53188, 5.73053], [33.60621, -23.73543, 7.42453], [36.83266, -24.98722, 6.87909], [37.12952, -23.26409, 7.01735], [35.28790, -22.93804, 8.58288], [35.35160, -24.63812, 8.98056], [36.78065, -23.61886, 9.23830], [34.76839, -23.28587, 4.24646], [35.96461, -24.65828, 4.46307], [36.50843, -21.67475, 4.26047], [37.25125, -23.07306, 3.45309], [37.67226, -22.84163, 5.04478], [22.06408, -27.58724, 8.79061], [22.51521, -28.94698, 9.28478], [23.97618, -29.10589, 9.32998], [24.41778, -30.40578, 9.80909], [23.54545, -30.96831, 10.92767], [24.60042, -28.80460, 8.03546], [26.03511, -28.33479, 8.21295], [21.07792, -27.37404, 9.21185], [22.03595, -27.36595, 7.72497], [22.73468, -26.85144, 9.23919], [22.18877, -29.01562, 10.32139], [22.08877, -29.77881, 8.69308], [24.41081, -31.11420, 8.96570], [25.39618, -30.29113, 10.27034], [22.51371, -31.22138, 10.70577], [24.02430, -31.86772, 11.32750], [23.61761, -30.28305, 11.78108], [24.04880, -28.08393, 7.43324], [24.57064, -29.72238, 7.41485], [26.46172, -28.19336, 7.21198], [26.66686, -29.12264, 8.62687], [26.10587, -27.42531, 8.80141], [32.01389, -29.04160, 11.74275], [33.23697, -28.14111, 11.99056], [32.90419, -26.75764, 11.73878], [33.18919, -25.86967, 12.85044], [34.68672, -25.52362, 12.99664], [33.09857, -26.29175, 10.38663], [32.55559, -24.88204, 10.17781], [32.26864, -30.10013, 11.65452], [31.62902, -28.77331, 10.75794], [31.29947, -28.87066, 12.54371], [33.64221, -28.26307, 12.99513], [34.03944, -28.52181, 11.33475], [32.62561, -24.93741, 12.75618], [32.78243, -26.29083, 13.77022], [34.91496, -25.36605, 14.05041], [35.29294, -26.33981, 12.59958], [34.95463, -24.65421, 12.39500], [32.38794, -26.87295, 9.78469], [34.10542, -26.44533, 9.96825], [33.10402, -24.14220, 10.77052], [31.54344, -24.78416, 10.57540], [32.55514, -24.58770, 9.13072], [20.95440, -26.75032, 14.06081], [22.26649, -27.17555, 13.46584], [22.49358, -27.10540, 12.12195], [23.19110, -27.40788, 14.22919], [20.98774, -26.91649, 15.13778], [20.05924, -27.27002, 13.71298], [20.78136, -25.66933, 14.04259], [23.36641, -27.37945, 11.69975], [21.68206, -26.94571, 11.55165]], "homo_ev": -8.0, "orbital_gap_ev": 6.93, "largest_force_ha_per_bohr": 0.04301}